An isolated molecule of C25H30N4O4S. Source: the OMol25 dataset; level of theory: ωB97M-V/def2-TZVPD.

Structure (XYZ):
```
64
Properties=species:S:1:pos:R:3:mulliken_charge:R:1
S 5.8339 0.1759 1.0011 1.45
O 6.8233 -0.8639 1.0998 -0.73
O -1.8727 0.3362 -2.9030 -0.69
O 1.1878 1.8458 -0.9645 -0.75
O 5.5584 0.9530 2.1724 -0.73
N -3.8775 1.8503 0.5672 0.01
N 6.1722 1.2379 -0.2614 0.04
N -1.8506 1.7317 -1.1301 0.10
N 0.7099 -2.2188 -0.8416 0.08
C -3.9687 -1.8546 0.1281 0.48
C -4.2097 2.3114 -0.7679 -0.86
C 1.0180 0.6371 -0.9009 1.32
C -4.2385 -1.2986 2.4439 -0.65
C -2.6771 2.5186 1.0259 -1.07
C -0.2827 -1.3992 -1.2544 0.31
C 4.1491 -1.9300 0.4274 -0.95
C -2.9515 2.5147 -1.6460 -0.86
C 6.9717 2.3809 0.1186 -1.00
C -1.3791 0.6935 -1.8430 0.12
C 1.9047 -1.6808 -0.4243 0.42
C -3.9085 -2.8699 -0.9752 -1.86
C -3.9552 0.4675 0.8430 0.38
C 0.5017 -3.6481 -0.8443 -1.25
C 3.2882 0.2653 -0.0089 -0.11
C 4.3059 -0.5506 0.4156 -0.29
C 2.0785 -0.2815 -0.4410 -0.08
C 2.9627 -2.4932 0.0150 -0.77
C -4.1291 -2.2507 1.4486 -0.95
C -4.3807 1.0458 3.2780 -2.01
C -1.4452 2.0575 0.2190 -0.84
C -0.2100 -0.0460 -1.2713 -0.40
C -4.1721 0.0592 2.1672 0.80
C 6.6395 0.5336 -1.4308 -0.98
C -3.8799 -0.5017 -0.1560 0.20
H 6.6503 1.2168 -2.2793 0.36
H -0.6729 2.8350 0.2091 0.47
H -4.7653 1.9831 2.8840 0.38
H -2.6520 3.5677 -1.6484 0.43
H 1.2275 -4.1421 -1.4929 0.40
H 3.4068 1.3372 -0.0207 0.56
H -4.1898 -3.3012 1.6944 0.44
H 0.5903 -4.0526 0.1660 0.38
H -4.3989 -1.6140 3.4655 0.43
H -4.9058 1.6086 -1.2239 0.44
H 6.6101 2.7195 1.0863 0.38
H -3.1307 2.1951 -2.6733 0.40
H 4.9746 -2.5378 0.7629 0.55
H -5.0919 0.6458 3.9980 0.51
H 5.9470 -0.2811 -1.6350 0.30
H -3.2731 -3.7102 -0.6965 0.33
H 8.0363 2.1329 0.1978 0.31
H 6.8379 3.1710 -0.6207 0.33
H -4.9061 -3.2641 -1.1710 0.44
H -2.5054 2.3132 2.0806 0.32
H -3.5387 -2.4240 -1.8961 0.32
H -2.8349 3.5940 0.9061 0.42
H -3.7394 -0.2091 -1.1847 0.47
H -1.0234 1.1614 0.6816 0.58
H -4.7287 3.2723 -0.6616 0.44
H -0.4970 -3.8620 -1.2178 0.31
H -1.1930 -1.8804 -1.5814 0.34
H 2.8588 -3.5651 0.0355 0.46
H 7.6418 0.1158 -1.2828 0.34
H -3.4508 1.2456 3.8124 0.32
```

Its SMILES is Cc1ccc(C)c(N2CCN(C(=O)c3cn(C)c4ccc(S(=O)(=O)N(C)C)cc4c3=O)CC2)c1. For the energy relative to the best compared isomer or geometry (same formula, charge and spin), the calculation gives 1.3162 eV.

=====

An isolated molecule of C4H10N2O. Source: the OMol25 dataset; level of theory: ωB97M-V/def2-TZVPD.

Structure (XYZ):
```
17
Properties=species:S:1:pos:R:3:mulliken_charge:R:1
O -1.6136 -0.7406 -0.3118 -0.65
N 0.3209 -1.1670 0.7556 -0.31
N 0.1264 0.7232 -0.6242 0.07
C -0.7264 1.4374 -1.5382 -1.04
C 1.2643 1.4573 -0.1015 -0.93
C -0.4711 -0.3924 -0.0589 0.60
C -0.2958 -2.3798 1.3103 -0.83
H 0.5411 -2.9665 1.6781 0.31
H -1.1731 2.3156 -1.0579 0.33
H -0.9986 -2.1556 2.1204 0.28
H 1.6839 2.0950 -0.8947 0.29
H -0.1506 1.7341 -2.4193 0.33
H -1.5131 0.7432 -1.8247 0.33
H 2.0525 0.7733 0.2204 0.35
H 0.9861 2.1174 0.7382 0.30
H -0.8391 -3.0296 0.5987 0.30
H 0.8062 -0.5652 1.4094 0.26
```

Its SMILES is CNC(=O)N(C)C. For the energy relative to the best compared isomer or geometry (same formula, charge and spin), the calculation gives 0.9872 eV.

=====

A structure of composition C13H10BrO2Ti. Source: the OMol25 dataset; level of theory: ωB97M-V/def2-TZVPD.

Structure (XYZ):
```
27
Properties=species:S:1:pos:R:3:mulliken_charge:R:1
Br 3.3877 -1.1613 -1.4925 -0.02
Ti -0.6060 0.6486 -0.9219 1.00
O -3.1707 -1.9020 -0.1980 -0.37
O -1.8283 -0.3067 -1.5126 -0.56
C -1.4795 2.8714 0.1710 -0.22
C 1.8648 -2.6804 0.1673 -0.35
C -2.0819 -1.5643 -0.5666 0.53
C 0.3493 -1.3351 -1.1334 -0.44
C 0.7825 -3.2755 0.8565 -0.56
C 0.8043 2.8296 -0.5763 -0.04
C -0.5086 3.3056 -0.6932 -0.39
C -0.4744 -2.8325 0.7874 -0.76
C 0.1966 1.5193 1.3399 -0.11
C -1.1598 1.9723 1.1721 -0.70
C -0.7185 -1.9885 -0.3223 0.35
C 1.1332 1.8546 0.4473 -0.84
C 1.6640 -1.6200 -0.6997 0.01
H 2.1224 1.5587 0.5050 0.61
H -0.8698 3.9779 -1.4909 0.42
H -2.5125 3.2559 0.0008 0.45
H 2.8667 -3.0841 0.3926 0.44
H 0.6111 0.8593 2.1536 0.43
H 0.2814 -0.8149 -2.0441 1.14
H 1.0520 -4.1386 1.5003 0.42
H 1.5849 3.2248 -1.1609 0.52
H -1.3825 -3.0538 1.3392 0.52
H -1.9084 1.8797 1.9793 0.48
```

Its electronic energy is -4074.6544 a.u. Its spin multiplicity is 2. As for the total charge: +2.

=====

An isolated molecule of C10H14N2O3. Source: the OMol25 dataset; level of theory: ωB97M-V/def2-TZVPD.

Structure (XYZ):
```
29
Properties=species:S:1:pos:R:3:mulliken_charge:R:1
O 2.4500 -0.7876 2.0248 -0.59
O 1.5479 2.6121 -0.0078 -0.66
O 2.6023 -1.8063 -1.5627 -0.53
N 1.1269 -1.2936 0.1209 -0.20
N 0.0201 1.5656 1.8147 -0.61
C 2.0670 -1.0033 -0.8950 0.12
C -1.1110 1.2939 -1.6041 -1.03
C 1.5376 1.2579 -0.0792 0.30
C 2.3060 0.5401 -0.8810 -0.98
C -1.2985 -0.9694 0.8947 -1.65
C 0.6798 0.6138 0.9020 1.05
C -0.1717 -0.4318 0.0695 1.77
C -0.6771 -0.1094 -1.3967 -0.99
C 1.5575 -0.5546 1.2710 0.01
C -1.7457 -2.4186 0.5685 -1.24
H -0.9474 1.1689 1.9388 0.40
H -0.8223 1.9226 -0.7476 0.25
H -1.4878 -0.7630 -1.6566 0.41
H -2.0958 -0.2289 0.6708 0.46
H 0.6828 1.7579 2.6461 0.30
H -0.8778 -3.0749 0.9053 0.32
H -1.1538 -0.8986 1.9576 0.52
H -2.2209 1.4294 -1.6981 0.31
H -0.7781 1.7115 -2.5553 0.33
H -2.7310 -2.4645 1.1265 0.38
H -2.1339 -2.5949 -0.4915 0.28
H 0.1257 -0.3225 -2.1280 0.39
H 0.7293 2.9141 0.4796 0.43
H 2.8200 0.9342 -1.6873 0.47
```

Its SMILES is CCC1(CC)N2C(=O)C=C(O)[C@]1(N)C2=O. For the energy relative to the best compared isomer or geometry (same formula, charge and spin), the calculation gives 3.3374 eV.